(1)
Density functional theory data (the ωB97M-V functional and the def2-TZVPD basis) for C6H2Cl2N4 in the gas phase at a distorted geometry.

Each line ends with the Mulliken charge.
Positions of all 14 atoms, in Å:
N1 -1.933 3.507 0.145  -0.406
C1 -1.150 2.628 0.104  0.006
C2 -0.300 1.471 0.093  -0.144
C3 0.483 1.052 1.149  0.472
Cl1 0.458 1.703 2.760  -0.136
N2 1.505 0.141 1.037  -0.366
C4 1.589 -0.812 0.198  0.311
Cl2 3.131 -1.562 -0.022  -0.155
C5 0.546 -1.604 -0.461  -0.066
N3 -0.541 -1.140 -0.865  -0.289
C6 -1.605 -1.638 -1.229  0.452
N4 -2.658 -1.932 -1.645  -0.461
H1 -0.080 0.888 -0.835  0.395
H2 0.554 -2.703 -0.429  0.387

Atomic forces in eV per Å
2.2669 -2.2612 -0.2022
-2.0331 1.4378 0.3659
1.7386 -0.5047 0.6143
-1.0256 0.5272 -0.4214
-0.3982 0.0952 -0.5611
0.1609 -0.3438 -1.5024
0.4460 0.0717 0.8312
0.2021 -0.0504 0.0921
-0.8063 -1.6522 0.4727
3.9437 3.7565 1.3470
-6.0535 -2.6010 -2.5956
1.1033 0.0572 0.5626
-0.6705 1.2797 0.7984
1.1257 0.1881 0.1986

SMILES = N#C/C=C(Cl)/N=C(Cl)\C=N\C#N
HOMO-LUMO gap (spin up / spin down) = 7.396 / 7.396 eV
ΔE to the lowest compared entry with this formula, charge and spin = 4.45 kcal/mol
2S+1 = 1

(2)
Density functional theory data (the ωB97M-V functional and the def2-TZVPD basis) for a molecular structure, C6H30B3O11Pd2PtS2Sr at a distorted geometry.

Each line ends with the Mulliken charge.
Positions of all 56 atoms, in Å:
Pt1 11.526 -17.360 19.813  2.664
Sr1 10.381 -15.872 23.528  1.778
Pd1 8.146 -19.407 19.503  0.152
Pd2 12.097 -21.131 22.811  0.639
B1 9.199 -17.302 18.895  -0.290
H1 8.579 -17.038 17.910  -0.153
H2 8.545 -17.490 19.891  -0.071
H3 9.888 -18.254 18.739  0.027
H4 9.898 -16.345 19.040  0.030
B2 11.550 -15.222 21.115  -0.684
H5 10.384 -15.378 21.034  0.038
H6 12.030 -15.378 20.016  0.083
H7 11.828 -14.152 21.580  -0.126
H8 11.964 -16.056 21.821  -0.245
B3 13.837 -19.759 23.073  0.264
H9 12.793 -19.463 23.618  -0.138
H10 13.660 -19.718 21.868  -0.116
H11 14.611 -18.874 23.277  -0.115
H12 14.249 -20.885 23.328  -0.124
S1 11.267 -20.750 19.457  0.838
O1 11.755 -21.267 20.771  -0.705
O2 11.751 -19.342 19.340  -0.836
O3 11.778 -21.568 18.417  -0.566
O4 9.762 -20.770 19.416  -0.424
S2 9.638 -18.875 22.434  1.571
O5 8.512 -19.406 21.654  -0.502
O6 10.377 -19.965 23.073  -0.275
O7 10.654 -18.124 21.651  -0.908
O8 9.119 -17.939 23.458  -1.173
C1 7.332 -23.036 18.432  -1.040
C2 6.437 -21.990 19.040  -0.128
O9 7.151 -21.339 20.122  -0.146
H13 8.193 -22.656 17.881  0.217
H14 6.808 -23.643 17.684  0.405
H15 7.684 -23.778 19.153  0.336
H16 5.504 -22.420 19.392  0.286
H17 6.303 -21.226 18.273  0.229
H18 7.427 -22.038 20.734  0.254
C3 8.018 -23.833 24.204  -1.348
C4 8.474 -22.479 23.724  0.332
O10 7.626 -21.985 22.681  -0.665
H19 6.967 -23.767 24.485  0.329
H20 8.611 -24.110 25.077  0.376
H21 8.177 -24.606 23.455  0.345
H22 9.466 -22.573 23.258  0.001
H23 8.546 -21.734 24.519  0.281
H24 8.043 -21.185 22.338  0.261
C5 4.796 -17.681 25.761  -1.251
C6 6.109 -18.363 25.439  -0.034
O11 6.500 -17.988 24.132  -0.459
H25 4.337 -18.151 26.630  0.370
H26 4.099 -17.803 24.932  0.319
H27 4.963 -16.618 25.927  0.296
H28 6.030 -19.456 25.503  0.219
H29 6.847 -18.123 26.219  0.275
H30 7.386 -18.294 23.917  0.305

Atomic forces in eV per Å
0.0288 0.4313 -0.3905
-0.1062 -0.5376 -0.8522
1.0918 -0.7487 1.0818
0.6376 0.9655 -0.7325
-0.5640 -0.5984 -0.5852
0.0300 0.0053 -0.1886
-0.5725 0.4886 0.5452
0.0319 -0.9413 -0.8343
0.4388 0.8110 0.5194
-0.3129 0.2945 0.4722
-1.1695 0.1701 0.3536
0.3234 -0.3483 -0.9300
0.2118 0.2466 -0.2660
0.7707 -0.7974 1.1098
0.6320 -0.1536 -1.0428
-0.5496 0.0254 0.8543
0.0734 -0.0152 -0.2547
-0.0629 0.1534 0.2794
-0.1061 -0.4013 0.3493
0.2483 -0.4500 0.1558
-0.4276 -0.4305 0.1248
0.5303 0.4295 -0.4472
0.0987 -0.0018 -0.3176
-0.1321 0.1909 0.1745
1.1352 -0.7502 -0.3573
-0.0427 0.3368 0.0132
-1.4110 -0.1703 0.8636
-0.5169 0.7321 0.4899
0.3761 0.4654 0.2954
0.0597 -1.2557 -0.7375
1.1991 -0.0581 -0.4461
-1.0644 0.4854 -0.9640
0.0700 0.3689 0.3752
-0.2951 0.2070 0.1230
0.0268 0.2323 0.2002
-0.1526 0.2556 0.0742
-0.6126 0.1098 0.1891
0.3578 0.2408 0.4763
0.0021 0.3522 0.1990
0.5439 0.0052 -0.8964
-0.1124 -0.2958 0.1156
-0.0042 -0.2397 0.0238
-0.1114 -0.0202 0.0752
-0.1926 0.0540 -0.1279
0.2327 -0.0668 0.3594
-0.1201 -0.1036 0.1630
-0.1388 0.2218 0.1774
0.0685 -0.3297 -0.1845
-0.0084 -0.5888 0.3056
-0.1001 0.4904 -0.0438
0.0489 0.2168 0.1603
0.0565 0.0300 -0.0504
-0.1537 0.0232 0.0998
-0.3051 0.0109 -0.1328
0.1507 0.3267 -0.2650
-0.1299 -0.0744 0.2483

HOMO-LUMO gap (spin up / spin down) = 7.669 / 6.705 eV
2S+1 = 7
net charge = +1
⟨S²⟩ = 12.01

(3)
Density functional theory data (the ωB97M-V functional and the def2-TZVPD basis) for 8 unconnected molecules or ions with the total composition C6H30N2O7 at a distorted geometry.

Each line ends with the Mulliken charge.
Positions of all 45 atoms, in Å:
C1 3.677 -0.245 1.159  -1.280
C2 2.180 -0.160 0.954  0.499
C3 1.624 -1.508 1.096  -1.169
C4 0.081 -1.462 1.140  1.201
C5 -0.667 -2.368 2.197  -1.675
N1 -0.366 -1.666 -0.274  -0.455
C6 -1.810 -1.581 -0.374  -0.406
N2 -2.175 -0.480 -1.226  -0.655
H1 3.956 0.642 0.340  0.244
H2 4.046 -0.058 2.168  0.317
H3 4.374 -0.969 0.807  0.396
H4 1.663 0.566 1.516  0.392
H5 2.039 0.299 -0.105  -0.432
H6 1.875 -1.888 2.070  0.283
H7 2.076 -2.235 0.409  0.307
H8 -0.160 -0.454 1.607  -0.159
H9 0.086 -2.667 3.022  0.380
H10 -1.525 -1.781 2.526  0.380
H11 -0.856 -3.281 1.800  0.486
H12 0.135 -1.185 -0.908  0.406
H13 -2.240 -1.420 0.590  0.209
H14 -2.135 -2.538 -0.791  0.337
H15 -3.078 0.028 -1.018  0.276
H16 -1.499 0.290 -1.155  0.185
O1 -0.708 2.726 2.473  -0.625
H17 -0.126 2.712 1.626  0.346
H18 -1.631 3.103 2.260  0.324
O2 -1.366 3.564 0.283  -0.690
H19 -0.591 3.974 0.738  0.330
H20 -1.233 3.790 -0.795  0.340
O3 -3.541 1.349 2.294  -0.646
H21 -3.278 0.500 1.952  0.308
H22 -3.204 1.914 1.539  0.310
O4 1.141 -2.746 -2.258  -0.637
H23 0.802 -3.470 -2.779  0.281
H24 0.734 -2.818 -1.349  0.333
O5 -1.472 3.347 -2.440  -0.680
H25 -1.186 2.616 -1.795  0.283
H26 -1.872 2.865 -3.061  0.276
O6 1.342 -0.136 -3.677  -0.692
H27 0.650 0.085 -4.278  0.288
H28 1.614 -1.041 -3.468  0.333
O7 0.562 1.363 -1.552  -0.429
H29 0.852 0.676 -2.169  0.350
H30 1.210 1.748 -1.095  0.230

Atomic forces in eV per Å
1.4311 4.8294 -1.9806
1.3733 -0.3536 -3.2955
-2.0298 -1.2525 1.0173
0.2299 0.3848 -0.0397
3.1822 2.1064 0.7667
-2.2943 -2.4392 5.2067
0.3366 0.0549 -1.0951
-1.1885 2.4376 -0.9359
0.4574 -1.5480 2.7773
-0.2743 0.5686 0.0057
-0.6415 -1.6402 -0.6786
-0.1578 0.7382 1.4403
-0.0023 -1.4020 1.4921
0.6139 -0.0752 0.6821
-0.4336 0.2269 -0.1937
0.1581 -0.4679 -1.2205
-1.3549 1.1337 -0.8251
0.0605 -0.7224 0.4500
-1.3772 -2.7603 -1.4057
1.6585 2.5394 -2.4551
-0.1862 -0.3993 0.8559
-0.5891 0.2040 0.0037
1.0791 -1.4257 -0.1049
0.0693 -0.6396 0.1020
0.1930 0.4386 -1.0910
-2.2060 -0.2878 2.4099
2.5600 -1.0423 0.1215
1.3723 1.5769 -4.4472
-1.1471 0.0057 -0.8696
-0.8512 -0.1861 4.4403
0.4972 1.3648 -1.6374
0.0922 -0.8079 0.1864
-0.6488 -0.5495 1.3207
0.2129 0.0886 0.7051
-0.1506 -0.3203 -0.0793
0.0769 0.0698 -1.0293
2.9869 1.0510 5.1833
-0.0070 1.0201 -1.5828
-2.7082 -2.6226 -4.1640
1.5488 0.9830 1.4418
-0.6119 -0.9691 -0.6777
-1.0551 -0.2425 -0.6222
-5.1119 -1.8559 -2.2239
0.6773 0.1331 -0.3709
4.1598 2.0544 2.4168

SMILES = CCC[C@H](C)NCN.O.O.O.O.O.O.O
HOMO-LUMO gap = 9.388 eV
ΔE to the lowest compared entry with this formula, charge and spin = 126.79 kcal/mol
2S+1 = 1

(4)
Density functional theory data (the ωB97M-V functional and the def2-TZVPD basis) for 9 unconnected molecules or ions with the total composition C6H30N2O8 at a distorted geometry.

Each line ends with the Mulliken charge.
Positions of all 46 atoms, in Å:
H1 -1.880 2.125 -4.209  0.183
N1 -1.306 1.873 -3.409  -0.542
C1 -0.681 0.740 -3.532  0.080
N2 0.231 0.553 -2.531  -0.077
C2 0.941 -0.738 -2.251  -0.596
C3 2.172 -0.543 -1.420  -0.876
C4 2.069 0.033 -0.005  -0.554
C5 1.420 -0.953 0.906  0.740
C6 2.259 -1.854 1.817  -1.414
H2 -0.690 0.123 -4.431  0.392
H3 0.047 0.868 -1.595  -0.186
H4 1.097 -1.171 -3.253  0.459
H5 0.273 -1.404 -1.690  0.297
H6 2.845 0.156 -1.932  0.363
H7 2.766 -1.462 -1.406  0.485
H8 3.050 0.345 0.426  0.410
H9 1.520 0.970 -0.049  0.324
H10 0.704 -0.352 1.491  -0.330
H11 0.588 -1.612 0.582  -0.075
H12 2.954 -2.510 1.279  0.333
H13 1.615 -2.594 2.312  0.302
H14 2.773 -1.330 2.625  0.387
O1 0.483 4.169 1.784  -0.658
H15 1.122 4.831 1.455  0.306
H16 -0.017 3.826 1.037  0.381
O2 -1.617 0.536 -0.244  -0.384
H17 -1.346 1.479 -0.219  0.160
H18 -2.563 0.757 -0.178  0.333
O3 -1.766 -1.828 1.334  -0.583
H19 -1.941 -1.119 0.689  0.278
H20 -1.716 -1.373 2.196  0.290
O4 -1.274 1.990 3.089  -0.673
H21 -0.565 1.809 2.455  0.261
H22 -1.317 2.957 3.198  0.359
O5 -3.428 2.028 1.534  -0.660
H23 -4.237 1.718 1.937  0.287
H24 -2.745 1.790 2.223  0.405
O6 -1.201 3.319 -0.342  -0.698
H25 -2.054 3.483 0.079  0.310
H26 -1.413 3.286 -1.295  0.260
O7 0.013 -4.202 0.837  -0.668
H27 -0.749 -3.618 1.047  0.290
H28 0.022 -4.704 1.672  0.298
O8 1.291 -4.415 -1.565  -0.710
H29 1.524 -3.489 -1.667  0.291
H30 0.723 -4.495 -0.776  0.418

Atomic forces in eV per Å
-0.0127 -0.3987 -0.0211
-0.5077 -0.6322 -0.5322
0.1896 3.0641 1.3201
1.6805 -2.8452 0.6790
-1.6191 0.2466 -0.9494
2.4572 1.0574 -0.6740
0.2114 -0.5026 -0.7106
-2.3629 -0.4820 2.2433
-0.1070 -0.4153 0.2218
0.1363 -0.2820 0.3657
-0.8817 1.1249 -0.5147
0.5179 -0.2213 0.5850
-0.1761 -0.0731 -0.2250
-0.1223 -0.0620 -0.4246
-0.2677 -0.2075 0.1703
-0.4226 -0.4692 -0.6191
-0.3019 0.1215 0.0510
0.5781 0.0414 0.8681
0.9189 0.2218 -1.3452
0.1424 0.4672 -0.1469
-0.1092 0.3703 -0.0815
0.2281 0.1405 -0.2464
0.5453 0.3829 0.4443
-0.6795 -0.6584 0.0818
0.1469 0.2802 -0.5663
-0.7522 0.8450 0.1393
0.6161 -0.2944 0.0508
-0.0643 -0.6044 0.0399
-0.2548 0.1475 0.5230
0.4062 -0.1214 0.2541
-0.0162 -0.2711 -0.6298
-0.0641 0.1524 0.1053
0.0086 0.2854 0.2296
0.4334 -0.4548 -0.1383
0.5612 -0.3088 0.5077
-0.5558 0.0125 -0.0785
-0.2573 0.4027 -0.7672
-0.3931 -0.0722 -0.3722
-0.1487 0.0024 0.1769
0.3862 -0.1148 0.0016
-1.1200 0.0475 1.5203
0.3859 0.2087 -0.6982
0.4789 -0.1460 -0.6183
-0.0291 -0.3581 -0.2464
-0.1330 0.0132 0.2440
0.3301 0.3595 -0.2167

SMILES = [H]/N=C/NCCCCC.O.O.O.O.O.O.O.O
HOMO-LUMO gap = 8.986 eV
ΔE to the lowest compared entry with this formula, charge and spin = 24.77 kcal/mol
2S+1 = 1

(5)
Density functional theory data (the ωB97M-V functional and the def2-TZVPD basis) for 11 unconnected molecules or ions with the total composition C6H30O11 at a distorted geometry.

Each line ends with the Mulliken charge.
Positions of all 47 atoms, in Å:
C1 -0.656 -3.220 2.105  -1.418
C2 -0.614 -1.803 2.519  -0.099
C3 0.020 -0.896 1.776  0.756
C4 0.413 0.444 2.214  -0.930
C5 0.956 1.483 1.506  0.634
C6 1.187 2.874 1.877  -1.494
O1 1.190 1.038 0.175  -0.331
H1 -0.464 -3.773 2.998  0.439
H2 -1.663 -3.514 1.878  0.331
H3 0.104 -3.455 1.213  0.250
H4 -0.860 -1.742 3.581  0.427
H5 0.326 -1.108 0.749  -0.306
H6 0.152 0.753 3.192  0.629
H7 2.220 3.110 2.228  0.308
H8 0.459 3.198 2.519  0.460
H9 1.079 3.670 0.981  0.262
H10 1.647 1.768 -0.361  0.224
O2 3.324 0.351 -2.747  -0.663
H11 2.735 -0.232 -2.237  0.322
H12 3.712 0.650 -1.847  0.356
O3 -1.973 1.390 -2.111  -0.580
H13 -2.307 0.609 -1.624  0.263
H14 -2.755 1.821 -2.475  0.258
O4 1.342 -0.322 -4.194  -0.643
H15 0.475 -0.575 -4.137  0.398
H16 1.440 0.571 -3.747  0.298
O5 2.182 -1.968 -0.146  -0.485
H17 1.698 -1.136 -0.160  0.047
H18 2.673 -1.716 -0.816  0.313
O6 -2.957 1.799 1.925  -0.695
H19 -2.592 2.370 1.241  0.322
H20 -2.086 1.395 2.408  0.344
O7 -1.021 -1.210 -3.385  -0.574
H21 -1.275 -1.558 -4.214  0.285
H22 -1.296 -1.914 -2.827  0.317
O8 -3.156 -0.565 0.509  -0.625
H23 -3.824 0.142 0.501  0.291
H24 -2.645 -0.532 1.294  0.318
O9 3.937 -0.150 0.920  -0.682
H25 4.170 -1.005 1.375  0.291
H26 2.884 -0.139 0.954  0.391
O10 -0.426 3.053 -0.934  -0.479
H27 -0.572 2.541 -1.709  0.302
H28 -1.251 3.380 -0.743  0.221
O11 -1.886 -2.085 -1.145  -0.637
H29 -2.049 -1.198 -0.741  0.279
H30 -1.998 -2.596 -0.335  0.305

Atomic forces in eV per Å
1.1065 -0.3975 -2.1744
1.0123 -0.3132 0.1201
0.4495 1.3547 -0.1910
-0.0959 2.1258 -0.0478
-1.0780 -3.8974 -2.1623
2.4026 2.3859 -3.1806
1.7815 2.3686 -0.3284
0.7068 -0.8297 0.3468
-0.6489 -0.3476 -0.6294
-1.8123 0.3292 2.0485
-0.0623 1.0236 -0.2367
-0.6318 -0.4285 0.6234
-0.2504 -0.0785 1.2962
-0.7667 -0.5041 0.1447
-1.5264 0.7097 2.1509
0.0718 -2.2761 1.4827
-1.1862 -1.3945 1.1403
0.7588 0.5423 4.1222
-0.5951 -0.4851 -1.4987
0.2749 0.1935 -2.2950
-0.8512 -0.5696 0.1636
0.3310 0.5898 -0.5152
0.0078 -0.2054 -0.0812
3.9287 2.6646 0.0949
-3.4382 -0.8213 0.6782
-0.2777 -1.8038 -0.9914
-4.0472 -1.1230 4.3247
-0.8902 0.0158 0.7062
4.9470 0.6437 -5.4809
2.8896 -1.3168 1.9885
0.2381 -0.0391 0.0092
-2.9739 1.5972 -1.8847
0.2360 1.0603 -0.2984
-0.4483 -0.2333 -1.8329
-0.2180 -0.9245 1.7231
-1.3646 -0.0471 -1.7320
0.6794 -0.3083 0.6145
0.5580 0.5090 1.3124
-2.6916 -0.7519 0.8188
-0.4936 1.2676 -0.7817
3.5456 -0.0613 0.0696
3.5553 0.2860 0.5095
-0.2422 -0.9927 -0.8982
-2.9577 1.2802 0.7163
0.0740 0.4539 0.9987
-0.0370 -0.7767 -0.6514
0.0301 -0.4744 -0.3116

SMILES = C/C=C/C=C(/C)O.O.O.O.O.O.O.O.O.O.O
HOMO-LUMO gap = 8.400 eV
ΔE to the lowest compared entry with this formula, charge and spin = 114.08 kcal/mol
2S+1 = 1